No. 1
# C28H43N2O8P

A cluster of 2 separate species, C28H43N2O8P in total at a distorted geometry (ωB97M-V/def2-TZVPD, the Open Molecules 2025 dataset).

Geometry as XYZ:
```
82
Properties=species:S:1:pos:R:3:forces:R:3:mulliken_charge:R:1
C -1.2869 -5.9576 6.4644 0.0 0.4 -0.3 0.17
C -1.2731 -4.8684 5.9541 0.2 -0.5 -0.1 -1.03
C -1.1644 -3.6595 5.1739 0.1 0.0 0.4 0.52
N -0.0560 -2.9672 5.2926 -0.4 0.1 -0.4 -0.74
C 0.0110 -1.8659 4.5025 0.2 -0.1 0.3 0.12
C 1.1774 -1.0743 4.5501 0.7 0.2 0.1 -0.73
C 1.3251 0.0196 3.7611 -0.7 -0.4 0.0 -0.72
C 0.2736 0.3940 2.8699 0.3 0.5 0.0 1.09
C 0.5545 1.6211 2.0210 0.4 -0.5 0.6 -1.51
C 1.6664 1.3330 0.9889 -0.5 0.5 -0.2 -0.69
C 1.4437 0.0620 0.1535 0.5 0.1 -0.5 -0.28
C 2.5966 -0.9432 0.2120 0.0 -0.3 0.3 -0.71
O 3.1895 -1.0295 1.5039 -0.1 0.1 0.1 -0.30
C 3.1410 -2.3246 2.0448 0.2 -0.4 0.2 -0.78
C -0.8888 -0.3321 2.8226 -0.2 -0.1 -0.3 0.59
C -2.0478 0.0391 1.9291 -0.4 0.3 0.4 -0.96
C -3.2394 0.5326 2.7706 0.0 -0.2 -0.5 -0.56
C -4.2573 1.2537 1.9314 -0.1 0.3 -0.2 0.44
O -4.0818 1.6960 0.8258 0.1 -0.1 -0.1 -0.59
O -5.4394 1.4110 2.5639 0.0 -0.3 0.3 -0.45
C -1.0371 -1.4936 3.6463 0.1 0.6 -0.5 0.05
N -2.1875 -2.2141 3.5508 0.7 -0.3 0.5 0.00
C -2.2354 -3.2776 4.3091 -0.7 -0.5 0.3 0.13
C -3.4747 -4.1392 4.2026 0.4 0.6 -0.5 -0.90
C -3.3585 -5.0230 2.9414 0.0 0.0 -0.1 -0.59
O -4.5367 -4.9829 2.1544 0.0 -0.3 0.1 -0.47
C -4.4600 -3.9876 1.1445 0.2 0.2 -0.2 0.37
C -3.7624 -4.4809 -0.1337 -0.2 -0.2 0.2 -1.22
H -1.2768 -6.9472 6.8527 0.0 0.1 0.2 0.45
H 1.9897 -1.3608 5.2062 -0.2 -0.2 0.1 0.53
H 2.2436 0.5872 3.8069 0.0 0.1 -0.1 0.38
H 0.9219 2.3719 2.7261 0.0 0.2 -0.2 0.43
H -0.3405 2.0229 1.5562 0.0 0.0 -0.1 0.42
H 1.6730 2.1927 0.3137 0.1 0.0 0.0 0.50
H 2.6381 1.3336 1.4803 0.0 -0.2 0.1 0.42
H 0.5051 -0.4500 0.3684 0.0 0.2 0.3 0.13
H 1.3820 0.3685 -0.8951 -0.2 -0.1 0.0 0.41
H 2.2178 -1.9366 -0.0470 0.0 0.1 -0.2 0.47
H 3.3868 -0.6912 -0.5018 0.0 0.1 0.0 0.19
H 3.7138 -3.0319 1.4329 -0.2 0.0 -0.1 0.39
H 2.1129 -2.6822 2.1782 0.0 0.0 -0.2 0.30
H 3.5995 -2.3389 3.0339 0.0 0.3 0.0 0.23
H -2.3990 -0.8149 1.3490 0.2 0.0 -0.1 0.33
H -1.7933 0.8386 1.2418 0.1 -0.2 -0.1 0.47
H -3.7259 -0.3283 3.2252 0.0 0.2 0.3 0.13
H -2.9101 1.2333 3.5415 -0.1 -0.1 0.1 0.47
H -6.0366 1.8591 1.9487 0.1 0.1 0.0 0.36
H -4.2988 -3.4412 4.0532 -0.1 -0.1 0.0 0.28
H -3.6491 -4.7096 5.1098 0.0 -0.1 0.0 0.59
H -3.1259 -6.0503 3.2253 -0.3 -0.1 -0.1 0.39
H -2.5301 -4.6832 2.3115 0.1 0.0 0.2 0.36
H -3.9227 -3.1174 1.5372 -0.2 0.1 0.0 -0.31
H -5.4768 -3.6810 0.9036 -0.1 -0.1 0.2 0.44
H -3.7308 -5.5712 -0.1132 0.0 0.0 0.0 0.32
H -2.7469 -4.1005 -0.2365 0.0 0.0 0.0 0.31
H -4.3427 -4.1954 -1.0106 0.1 0.1 -0.1 0.37
C 5.1729 2.1893 -4.0430 -0.1 0.1 -0.1 -1.12
C 3.8089 1.8610 -3.4619 0.3 -0.2 0.0 -0.13
O 2.8830 2.9409 -3.6047 0.2 0.0 -0.6 -0.26
P 2.2719 3.2638 -5.0629 -2.6 2.4 4.5 0.98
O 1.4248 2.1255 -5.4729 1.9 -0.3 -2.1 -0.77
O 1.2046 4.4216 -4.6580 0.3 0.0 -0.4 -0.33
C -0.1790 4.3068 -4.9917 -0.3 -0.1 0.2 -0.26
C -0.9726 3.7315 -3.8362 0.0 0.1 0.2 -1.11
O 3.3811 4.3549 -5.5182 0.3 -2.0 -1.6 -0.27
C 3.6372 4.5253 -6.9309 0.0 0.1 -0.3 -0.29
C 2.4185 5.0317 -7.6770 -0.2 0.0 0.1 -1.08
H 5.1273 2.2749 -5.1313 0.0 0.0 0.0 0.24
H 5.8913 1.4067 -3.7966 0.0 0.0 0.0 0.41
H 5.5358 3.1412 -3.6566 0.0 0.0 0.1 0.28
H 3.3984 0.9577 -3.9226 -0.1 0.0 0.0 0.30
H 3.9014 1.6733 -2.3923 -0.1 0.1 0.0 0.19
H -0.3125 3.7106 -5.8944 0.1 -0.1 0.1 0.33
H -0.5320 5.3153 -5.2160 0.1 0.0 0.0 0.36
H -0.5226 2.8108 -3.4658 0.0 -0.1 -0.2 0.25
H -2.0001 3.5252 -4.1390 0.0 0.0 0.0 0.36
H -0.9934 4.4371 -3.0043 0.0 0.0 0.0 0.28
H 3.9816 3.5780 -7.3540 0.0 0.0 0.0 0.30
H 4.4550 5.2387 -7.0127 0.0 0.0 0.2 0.36
H 1.6152 4.2895 -7.6745 0.1 0.0 0.0 0.30
H 2.6712 5.2497 -8.7147 0.0 0.0 0.0 0.42
H 2.0287 5.9342 -7.2073 0.1 0.0 0.0 0.26
```
Forces are in eV/Å.

LUMO level in Ha: -0.0138
Max |F| in eV Å⁻¹: 5.7
Structure (SMILES): C#Cc1nc2ccc(CCCCOC)c(CCC(=O)O)c2nc1CCOCC.CCOP(=O)(OCC)OCC
Gap between HOMO and LUMO in eV: 8.4
HOMO in Eh: -0.3218
Energy above the lowest of the compared OMol25 structures with the same formula, charge and spin in kcal per mole: 0.0
Calculated total energy in eV: -58382.362

---

No. 2
# C3H4OYb

A structure of composition C3H4OYb at a distorted geometry (ωB97M-V/def2-TZVPD, the Open Molecules 2025 dataset).

Geometry as XYZ:
```
9
Properties=species:S:1:pos:R:3:forces:R:3:mulliken_charge:R:1
C 0.3468 1.7286 -1.6590 -0.1 1.1 0.8 -0.24
C 0.8252 1.2096 -0.3195 -0.4 0.0 -1.0 -0.47
C -0.6244 1.4536 -0.8400 1.1 -0.6 0.1 -0.32
H 0.7262 2.4264 -2.3987 -0.3 -0.7 -0.3 0.32
H 1.3295 1.9452 0.3288 -0.5 -0.5 0.0 0.23
H 1.2755 0.2036 -0.3463 -0.3 0.5 0.4 0.17
H -1.6847 1.4379 -0.6018 0.5 0.1 0.0 0.33
O 0.8101 -0.1208 -3.8249 -0.1 -1.0 -0.5 -0.50
Yb 0.4207 -2.0417 -4.6457 0.1 1.0 0.5 1.48
```
Forces are in eV/Å.

LUMO level (spin up / spin down) in Ha: -0.2313 / -0.2299
Max |F| in eV Å⁻¹: 1.4
Total charge: +1
Gap between HOMO and LUMO (spin up / spin down) in eV: 5.3 / 5.3
Spin multiplicity: 2
HOMO (spin up / spin down) in Eh: -0.4276 / -0.4259
Energy above the lowest of the compared OMol25 structures with the same formula, charge and spin in kcal per mole: 53.7
Calculated total energy in eV: -36739.547
<S²>: 0.76

---

No. 3
# CH2N5

A structure of composition CH2N5 at a distorted geometry (ωB97M-V/def2-TZVPD, the Open Molecules 2025 dataset).

Geometry as XYZ:
```
8
Properties=species:S:1:pos:R:3:forces:R:3:mulliken_charge:R:1
C -1.9260 -0.0469 -0.0614 2.0 0.8 0.1 0.34
N -3.0478 0.1324 -0.0595 -2.0 0.3 -0.1 -0.14
N 1.5275 0.5727 -0.0107 1.4 0.9 -0.4 0.01
N -0.0442 -1.2728 -0.0490 5.0 -2.3 -0.4 -0.36
N 0.5416 1.1212 0.0179 0.3 1.3 -0.2 0.07
N -0.6088 -0.2461 0.0969 -5.5 0.7 0.9 0.34
H 2.5192 0.7714 0.0339 0.7 0.5 0.2 0.34
H 1.0386 -1.0319 0.0320 -1.9 -2.2 -0.2 0.41
```
Forces are in eV/Å.

LUMO level (spin up / spin down) in Ha: -0.2452 / -0.3763
Max |F| in eV Å⁻¹: 5.6
Total charge: +1
Gap between HOMO and LUMO (spin up / spin down) in eV: 7.6 / 7.1
Spin multiplicity: 3
HOMO (spin up / spin down) in Eh: -0.5258 / -0.6380
Energy above the lowest of the compared OMol25 structures with the same formula, charge and spin in kcal per mole: 101.4
Calculated total energy in eV: -8503.565
<S²>: 2.02

---

No. 4
# C38H28F2MnN8O5S2Se

A structure of composition C38H28F2MnN8O5S2Se at a distorted geometry (ωB97M-V/def2-TZVPD, the Open Molecules 2025 dataset).

Geometry as XYZ:
```
85
Properties=species:S:1:pos:R:3:forces:R:3:mulliken_charge:R:1
Mn -0.1860 0.2076 -0.3528 0.1 1.9 -1.7 0.30
O 7.6683 -0.0050 1.8714 1.0 0.8 0.1 -0.72
C 6.8829 -0.9533 1.8693 -1.7 0.4 -0.9 0.16
O 6.9874 -2.1093 2.2748 0.3 -1.1 0.6 -0.72
C 5.4955 -0.6332 1.1961 1.0 -0.2 0.4 0.68
C 5.4629 -0.0342 -0.0550 -0.3 0.1 -0.1 -1.13
C 4.2268 0.2128 -0.6385 0.6 -0.1 0.2 -0.24
N 3.0925 -0.0659 -0.0321 -0.4 0.1 0.0 0.06
C 3.1103 -0.6348 1.1594 0.2 -0.3 0.5 0.67
C 4.2992 -0.9563 1.8149 -0.5 0.1 -0.2 -0.90
C 1.7352 -0.9559 1.7548 1.1 0.3 -0.3 -0.15
O 1.6484 -1.3926 2.8956 -0.2 -0.2 0.4 -0.82
O 0.7654 -0.7238 0.9706 -0.6 -0.8 0.6 -0.45
H 6.3806 0.2233 -0.5642 0.1 0.0 0.0 0.41
H 4.1331 0.6391 -1.6315 0.0 0.1 -0.1 0.60
H 4.2721 -1.4525 2.7729 0.0 0.0 0.0 0.53
S 1.2428 0.6218 -2.1670 -0.3 0.7 0.4 -0.65
C 1.4453 2.3556 -1.8517 -0.2 -2.6 -2.1 0.53
N 1.9057 3.0800 -2.8493 0.1 -0.4 -0.3 -1.15
N 2.3085 4.3603 -2.6063 -0.6 0.8 -0.1 0.14
C 3.1277 4.8350 -1.6194 0.4 0.1 0.3 0.57
C 3.8225 3.9834 -0.7480 -0.1 -0.1 -0.2 -0.05
C 4.6773 4.4956 0.2010 0.0 0.1 0.1 -0.48
C 4.8649 5.8653 0.3216 0.1 0.2 0.1 -0.69
C 4.1895 6.7178 -0.5375 0.1 0.0 0.1 -0.43
C 3.3371 6.2165 -1.5001 -0.2 -0.1 -0.1 -0.59
N 1.1592 2.8332 -0.6621 -1.0 0.3 3.8 -0.58
N 0.5975 2.0401 0.2402 0.7 -0.8 -3.5 2.00
C 0.5812 2.5785 1.5014 0.1 1.4 1.8 -0.85
C 0.9271 3.9287 1.7308 -0.2 -0.3 -0.3 -0.38
C 0.9283 4.4461 3.0069 0.0 0.2 0.2 -0.84
C 0.6008 3.6519 4.0976 -0.1 -0.1 0.0 -0.63
C 0.2590 2.3239 3.8869 0.1 0.3 0.3 -1.04
C 0.2447 1.7937 2.6177 0.1 -0.3 -0.7 0.71
H 2.1029 4.9806 -3.3788 0.2 -0.2 0.2 0.22
H 3.6906 2.9188 -0.8250 0.0 -0.2 0.0 0.31
H 5.2071 3.8202 0.8572 0.0 -0.1 0.0 0.52
H 5.5259 6.2646 1.0772 0.1 0.0 0.1 0.39
H 4.3228 7.7896 -0.4515 0.0 0.0 0.0 0.34
H 2.8115 6.8962 -2.1595 -0.1 0.0 -0.1 0.32
H 1.1891 4.5427 0.8820 0.1 0.0 0.0 0.52
H 1.2042 5.4830 3.1603 0.0 0.0 0.0 0.42
H 0.6241 4.0597 5.0986 0.0 0.0 0.1 0.39
H 0.0163 1.6827 4.7238 0.0 0.0 0.0 0.48
H -0.0132 0.7566 2.4863 0.1 0.0 -0.1 0.26
F -2.8600 0.5997 -1.3424 -1.0 -0.4 0.1 -0.29
C -1.5815 1.1339 -1.5827 0.5 0.6 0.2 0.34
F -1.4910 0.9656 -2.9478 0.0 -0.1 -0.6 -0.35
H -1.7349 2.2306 -1.4512 0.2 -0.3 0.0 0.10
O -1.8006 0.6856 1.1531 1.0 -0.3 0.2 -0.12
S -3.2699 0.6258 1.1402 -1.1 1.4 0.4 0.31
C -3.6950 2.3378 0.6621 -0.2 -0.3 -0.3 -0.15
C -4.7882 2.5750 -0.1523 0.0 -0.1 0.1 -0.22
C -4.9752 3.8373 -0.6925 -0.1 0.0 0.0 -0.71
C -4.0775 4.8535 -0.4060 -0.1 0.0 0.0 -0.43
C -2.9990 4.6136 0.4306 -0.1 0.0 0.0 -0.67
C -2.7976 3.3492 0.9572 0.1 -0.1 0.1 -0.17
C -3.7626 0.8443 2.8865 0.0 -0.2 -0.3 0.75
C -4.9197 1.5344 3.2172 -0.1 0.0 0.0 -0.43
C -5.2813 1.6608 4.5469 -0.1 0.0 0.0 -0.70
C -4.5161 1.0640 5.5353 -0.1 0.0 0.1 -0.44
C -3.3843 0.3432 5.1963 -0.1 0.0 0.1 -0.81
C -3.0008 0.2367 3.8696 0.1 0.0 -0.2 -0.54
H -5.4643 1.7619 -0.3727 -0.1 -0.1 -0.2 0.47
H -5.8005 4.0219 -1.3662 -0.1 0.0 0.0 0.38
H -4.2086 5.8277 -0.8573 0.0 0.1 0.0 0.39
H -2.3035 5.4071 0.6576 0.1 0.0 0.0 0.47
H -1.9291 3.1317 1.5619 0.1 0.0 0.1 0.30
H -5.5222 1.9933 2.4445 0.0 0.1 0.0 0.38
H -6.1645 2.2250 4.8155 0.0 0.0 0.0 0.38
H -4.8123 1.1605 6.5703 0.0 0.0 0.1 0.37
H -2.8094 -0.1409 5.9693 0.2 0.0 0.1 0.45
H -2.1076 -0.2979 3.5866 0.2 -0.1 0.0 0.51
Se -3.2080 -3.2240 1.4964 0.8 0.1 -1.4 0.20
N -3.0776 -4.2383 0.0148 0.0 0.1 0.0 -0.96
C -2.2809 -3.5938 -0.8385 -0.7 0.1 1.5 0.78
C -1.9434 -4.0270 -2.1187 0.9 0.3 -1.6 -0.61
C -1.1222 -3.2018 -2.8771 -1.3 -1.9 0.3 -0.91
C -0.6526 -2.0088 -2.3652 0.2 1.6 1.7 -0.23
N -0.9430 -1.5552 -1.1314 1.1 0.6 -1.3 0.62
C -1.7537 -2.3216 -0.3785 -0.9 -0.5 1.1 0.42
N -2.1489 -1.9496 0.8323 -0.1 -0.6 0.1 -0.23
H -2.3243 -4.9629 -2.4996 0.0 -0.1 0.0 0.43
H -0.8474 -3.4782 -3.8852 0.0 0.0 0.0 0.42
H -0.0207 -1.3726 -2.9715 0.0 0.1 0.1 0.48
```
Forces are in eV/Å.

LUMO level (spin up / spin down) in Ha: 0.0918 / 0.0860
Max |F| in eV Å⁻¹: 3.9
Total charge: -2
Gap between HOMO and LUMO (spin up / spin down) in eV: 4.3 / 4.0
Spin multiplicity: 2
HOMO (spin up / spin down) in Eh: -0.0665 / -0.0627
Calculated total energy in eV: -185787.951
<S²>: 1.23

---

No. 5
# C4H8N2

An isolated molecule of C4H8N2 at a distorted geometry (ωB97M-V/def2-TZVPD, the Open Molecules 2025 dataset).

Geometry as XYZ:
```
14
Properties=species:S:1:pos:R:3:forces:R:3:mulliken_charge:R:1
H 3.0278 -0.1108 -0.4322 -0.3 -0.7 -0.2 0.20
N 2.2783 -0.8059 -0.2478 1.3 -0.1 -0.1 -0.63
C 1.2367 -0.1766 0.0622 -1.3 0.0 0.9 0.40
N 1.1441 1.1922 0.1606 1.9 2.9 -0.9 -0.49
C -0.0550 -0.8653 0.5174 0.6 -0.4 -2.1 -0.32
C -1.1031 -0.4447 -0.4734 -1.4 0.7 3.5 -0.43
C -2.2089 0.1414 -0.0096 -1.4 0.7 -1.7 -0.60
H 2.0549 1.7102 -0.1176 -2.2 -1.3 0.6 0.22
H 0.3205 1.7309 -0.1548 0.6 -1.0 0.4 0.26
H -0.3181 -0.5259 1.5105 0.0 -0.2 0.2 0.28
H 0.0442 -1.9478 0.3866 0.4 0.1 0.6 0.24
H -1.0007 -0.6645 -1.4759 0.5 -0.2 -2.1 0.42
H -2.9431 0.5733 -0.7962 0.9 -0.9 1.7 0.21
H -2.4776 0.1934 1.0702 0.4 0.3 -1.0 0.24
```
Forces are in eV/Å.

LUMO level in Ha: 0.0362
Max |F| in eV Å⁻¹: 3.9
Structure (SMILES): [H]/N=C(\N)CC=C
Gap between HOMO and LUMO in eV: 10.4
HOMO in Eh: -0.3450
Energy above the lowest of the compared OMol25 structures with the same formula, charge and spin in kcal per mole: 25.5
Calculated total energy in eV: -7256.770

---

No. 6
# C19H26BN7Os

A structure of composition C19H26BN7Os at a distorted geometry (ωB97M-V/def2-TZVPD, the Open Molecules 2025 dataset).

Geometry as XYZ:
```
54
Properties=species:S:1:pos:R:3:forces:R:3:mulliken_charge:R:1
C 0.8225 2.7367 -0.6922 0.1 0.7 -1.1 -0.02
N 1.0071 1.4975 -1.2064 -0.2 -1.4 -0.1 0.24
N 1.3559 1.6365 -2.5529 -0.3 0.1 0.9 -0.12
C 1.3731 2.9447 -2.8448 -0.1 -1.1 0.1 -0.04
C 1.0476 3.6688 -1.7057 -0.3 -0.1 1.4 -1.18
B 1.5638 0.3764 -3.4409 0.1 0.0 -0.1 0.01
N 2.6686 -0.4757 -2.7489 0.2 -0.5 0.5 0.04
N 2.4727 -0.8429 -1.4141 -0.4 0.0 -0.4 0.07
C 3.4941 -1.6663 -1.0641 0.4 -0.4 -1.0 -0.13
C 4.3003 -1.8835 -2.1775 -0.2 -0.3 1.5 -1.13
C 3.7576 -1.1201 -3.2076 -1.2 0.8 0.3 0.04
Os 0.7453 -0.3708 -0.3690 1.7 1.8 -4.5 0.84
N 0.2399 -0.4499 -3.3530 -0.2 -0.2 1.0 0.04
N -0.2113 -0.8500 -2.0933 0.4 0.6 0.2 -0.06
C -1.3746 -1.5416 -2.2633 0.4 0.1 -1.0 -0.07
C -1.6285 -1.6242 -3.6293 -0.6 -0.3 1.1 -1.13
C -0.6211 -0.9160 -4.2701 0.7 0.3 0.9 0.02
H -1.9038 -1.9153 -1.3998 -0.1 -0.2 -0.2 0.54
H -0.4662 -0.7075 -5.3128 0.0 0.0 -0.2 0.55
H -2.4493 -2.1485 -4.0803 -0.2 0.0 -0.2 0.48
H 1.8349 0.6446 -4.5738 -0.1 0.0 0.3 0.07
H 4.0742 -1.0157 -4.2312 0.0 0.1 -0.2 0.53
H 1.5862 3.2661 -3.8507 0.1 0.1 -0.1 0.54
H 5.1455 -2.5420 -2.2106 0.3 0.0 -0.1 0.47
H 0.9658 4.7325 -1.6073 0.1 0.3 -0.1 0.48
H 3.5395 -2.0932 -0.0713 0.3 0.1 -0.2 0.60
H 0.5381 2.8723 0.3453 0.1 0.1 -0.3 0.47
H 0.4409 -2.2399 -0.0417 -0.1 -0.7 0.2 0.48
C 1.1347 -2.4454 0.8367 0.2 0.4 0.3 -1.23
H 1.8559 -3.1998 0.5103 -0.4 0.0 -0.1 0.47
H 1.7257 -1.5474 1.1479 0.1 -0.6 0.3 0.44
H 0.5235 -2.7513 1.6920 0.2 0.0 -0.4 0.30
C -4.0098 0.2206 3.5470 -1.4 -0.4 -0.1 -0.80
N -3.4062 0.9230 2.4482 1.8 -0.5 1.3 0.35
C -2.9112 2.2320 2.7724 -0.6 1.2 -0.4 -0.68
C -2.6963 0.1654 1.4158 -1.1 -0.2 -1.5 -1.47
C -1.3127 -0.2169 1.8467 0.2 -0.9 1.3 0.59
C -1.1481 -1.0113 2.9989 -0.4 0.1 -0.7 -0.76
C -0.0458 -0.7847 3.8186 -0.3 -0.9 0.1 -0.54
C 0.8515 0.2384 3.4921 1.0 1.1 -0.4 -0.67
C 0.8114 0.8419 2.2303 0.5 -0.1 0.3 -0.25
C -0.1224 0.3271 1.2693 -1.2 0.9 1.5 0.32
H -4.7636 0.8746 4.0092 0.2 -0.2 0.0 0.38
H -3.2762 -0.0365 4.3348 0.0 0.3 -0.3 0.43
H -4.4876 -0.7029 3.1953 0.1 0.2 0.1 0.36
H -1.9494 2.1907 3.3215 -0.3 -0.3 -0.1 0.32
H -2.7597 2.8183 1.8565 0.0 -0.1 0.2 0.32
H -3.6475 2.7375 3.4140 0.3 -0.1 -0.2 0.37
H -3.2948 -0.7375 1.2063 0.1 0.3 0.0 0.44
H -2.6526 0.8081 0.5206 -0.1 -0.3 0.2 0.37
H -1.9174 -1.7481 3.2580 0.2 0.5 0.2 0.68
H 0.0665 -1.3662 4.7376 0.0 0.3 -0.1 0.56
H 1.6212 0.5370 4.2175 -0.3 -0.1 -0.4 0.58
H 1.4922 1.6605 1.9699 0.1 -0.6 0.1 0.50
```
Forces are in eV/Å.

LUMO level (spin up / spin down) in Ha: -0.5323 / -0.6035
Max |F| in eV Å⁻¹: 5.1
Total charge: +4
Gap between HOMO and LUMO (spin up / spin down) in eV: 7.0 / 4.4
Spin multiplicity: 5
HOMO (spin up / spin down) in Eh: -0.7887 / -0.7668
Calculated total energy in eV: -33651.610
<S²>: 6.06

---

> Which of these has the lowest calculated total energy?

C38H28F2MnN8O5S2Se

---

> The lowest calculated total energy belongs to which entry?

C38H28F2MnN8O5S2Se